Model 1:
Entry from the Open Molecules 2025 dataset: an isolated molecule of C4H3N3S (ωB97M-V/def2-TZVPD).

For the lowest unoccupied orbital energy, the calculation gives -0.40 eV. The value obtained for the HOMO-LUMO gap is 8.77 eV.

Element x y z (Å)
1 N 3.6723 -0.3113 0.3894
2 C 2.5340 -0.3233 0.2405
3 C 1.1835 -0.2835 -0.0969
4 N 0.5412 -1.1286 -0.8642
5 C -0.7506 -0.6638 -0.8727
6 C -0.9390 0.3847 -0.0027
7 S -2.2930 1.4465 0.2575
8 N 0.4004 0.6142 0.4080
9 H -1.5992 -1.1620 -1.4451
10 H -3.3039 0.2323 0.7596
11 H 0.5543 1.1949 1.2266

***

Model 2:
Entry from the Open Molecules 2025 dataset: an isolated molecule of C4H3N3S (ωB97M-V/def2-TZVPD).

For the lowest unoccupied orbital energy, the calculation gives -1.92 eV. The value obtained for the HOMO-LUMO gap is 7.69 eV.

Element x y z (Å)
1 S 2.7378 -0.2465 -0.0092
2 C 1.4390 0.7230 0.0081
3 C 0.0442 0.3172 0.0307
4 C -0.9785 1.2439 0.0415
5 N -2.2431 0.8855 -0.0320
6 N -2.6238 -0.4083 -0.0202
7 N -1.6702 -1.3357 0.0221
8 C -0.3612 -1.0069 -0.0109
9 H 1.6240 1.8225 -0.0540
10 H -0.8490 2.3354 -0.0163
11 H 0.3196 -1.8670 0.0115

***

The energy of each structure relative to the most stable one, in kJ/mol, is as follows: model 1 0.0; model 2 111.3.

***

Model 1:
Entry from the Open Molecules 2025 dataset: an isolated molecule of C4H8N2 (ωB97M-V/def2-TZVPD).

For the lowest unoccupied orbital energy, the calculation gives 1.09 eV. The value obtained for the HOMO-LUMO gap is 8.39 eV.

Element x y z (Å)
1 C 0.7234 -1.4880 -0.4724
2 C -0.8939 -0.6168 1.1071
3 C 0.5606 -1.0028 0.9022
4 C 0.0197 0.2795 0.3893
5 N -0.3913 2.0404 -1.2076
6 N 0.2464 1.5308 -0.0319
7 H 1.6832 -1.4410 -0.9527
8 H -0.0967 -1.9421 -0.9879
9 H -1.6750 -1.1636 0.5908
10 H -1.1761 -0.3127 2.1098
11 H 1.2548 -1.1814 1.7107
12 H -0.0638 1.5476 -2.0422
13 H -1.3904 1.8785 -1.1174
14 H 1.1992 1.8717 0.0022

***

Model 2:
Entry from the Open Molecules 2025 dataset: an isolated molecule of C4H8N2 (ωB97M-V/def2-TZVPD).

For the lowest unoccupied orbital energy, the calculation gives 1.01 eV. The value obtained for the HOMO-LUMO gap is 10.09 eV.

Element x y z (Å)
1 H -1.5960 1.2792 1.9543
2 N -0.7120 1.1526 1.5604
3 C -0.3580 0.0463 0.9622
4 N -1.0776 -1.0925 1.0760
5 C 0.8584 0.0199 0.1067
6 C 0.4420 0.4446 -1.3655
7 C 1.0125 -0.2644 -2.3357
8 H -1.8808 -1.0283 0.4832
9 H -0.8046 -2.0669 1.2296
10 H 1.3374 -1.0123 0.0120
11 H 1.5683 0.7726 0.5190
12 H -0.2994 1.1846 -1.4318
13 H 0.8555 0.0630 -3.3927
14 H 1.6181 -1.0909 -2.0354

***

The energy of each structure relative to the most stable one, in kJ/mol, is as follows: model 1 289.5; model 2 0.0.